Record 1
Formula: C28H48Br20O5
Source: the OMol25 dataset
Level of theory: ωB97M-V with the def2-TZVPD basis set

```
! RIJCOSX wB97M-V def2-TZVPD def2/J DEFGRID3
* xyz 0 1
C 2.623 -1.539 -0.679
C 3.891 -1.771 -1.428
C 4.820 -0.928 -1.887
C 4.836 0.557 -1.777
C 6.073 1.184 -1.113
O 7.198 0.292 -1.099
C 7.950 0.352 0.001
O 8.857 -0.392 0.225
C 5.822 -1.756 -2.625
O 6.545 -1.439 -3.508
O 5.639 -3.091 -2.231
C 4.309 -3.147 -1.826
O 3.666 -4.143 -1.878
H 1.938 -2.361 -0.881
H 2.809 -1.490 0.395
H 2.144 -0.615 -1.002
H 3.978 0.826 -1.160
H 4.658 1.021 -2.748
H 6.364 2.084 -1.654
H 5.830 1.466 -0.087
H 7.669 1.150 0.710
Br 5.264 -1.082 1.854
C 6.773 -0.917 3.071
C 6.458 -0.006 4.226
Br 6.429 1.859 3.672
H 7.610 -0.559 2.480
H 6.985 -1.926 3.416
H 7.231 -0.080 4.987
H 5.488 -0.214 4.665
Br 0.531 1.463 -2.340
C 0.859 2.754 -0.921
C 1.423 4.039 -1.464
Br 3.286 3.823 -1.974
H 1.519 2.274 -0.207
H -0.108 2.932 -0.457
H 1.406 4.816 -0.704
H 0.894 4.377 -2.349
Br -3.474 2.225 2.753
C -2.807 1.361 1.143
C -1.898 0.202 1.449
Br -0.159 0.802 2.086
H -2.303 2.130 0.566
H -3.685 1.025 0.597
H -1.703 -0.368 0.543
H -2.300 -0.453 2.215
Br -7.677 -0.963 -2.581
C -7.408 0.294 -1.126
C -6.798 1.589 -1.586
Br -4.903 1.404 -1.990
H -6.795 -0.213 -0.388
H -8.396 0.470 -0.705
H -6.857 2.333 -0.795
H -7.268 1.971 -2.486
Br -10.036 -1.069 1.787
C -9.800 0.200 3.245
C -9.208 1.502 2.779
Br -7.307 1.344 2.396
H -9.175 -0.287 3.987
H -10.794 0.364 3.658
H -9.287 2.253 3.561
H -9.684 1.866 1.873
Br 10.920 -5.307 0.413
C 11.307 -4.219 -1.155
C 10.451 -2.982 -1.215
Br 8.628 -3.376 -1.732
H 11.161 -4.862 -2.017
H 12.358 -3.952 -1.070
H 10.831 -2.301 -1.975
H 10.396 -2.466 -0.262
Br -2.664 4.378 -1.167
C -2.542 5.177 -2.935
C -3.454 6.368 -3.068
Br -5.319 5.840 -3.202
H -2.785 4.391 -3.644
H -1.504 5.477 -3.063
H -3.230 6.913 -3.983
H -3.380 7.037 -2.217
Br 9.828 -0.199 -3.679
C 11.541 0.713 -3.762
C 11.743 1.429 -5.072
Br 12.124 0.195 -6.525
H 12.306 -0.037 -3.589
H 11.540 1.427 -2.941
H 12.603 2.092 -5.014
H 10.864 1.993 -5.367
Br -9.722 -3.390 -0.903
C -10.704 -4.702 0.142
C -9.947 -5.996 0.279
Br -9.959 -7.028 -1.368
H -11.663 -4.838 -0.347
H -10.854 -4.250 1.121
H -10.414 -6.630 1.029
H -8.905 -5.833 0.535
Br -12.721 -1.915 4.887
C -11.257 -1.940 6.165
C -11.487 -0.987 7.308
Br -11.235 0.863 6.764
H -10.356 -1.695 5.610
H -11.193 -2.963 6.526
H -10.763 -1.164 8.100
H -12.493 -1.060 7.707
*
```

The value obtained for the highest occupied orbital energy is -0.34357 Eh. As for the gap between HOMO and LUMO: 9.306 eV. The value obtained for the LUMO energy is -0.04 eV. The SMILES is CC1=C(CCOC=O)C(=O)OC1=O.BrCCBr.BrCCBr.BrCCBr.BrCCBr.BrCCBr.BrCCBr.BrCCBr.BrCCBr.BrCCBr.BrCCBr. Its total energy is -1440903.5369 eV.

Record 2
Formula: C28H48Cl26FN6S
Source: the OMol25 dataset
Level of theory: ωB97M-V with the def2-TZVPD basis set

```
! RIJCOSX wB97M-V def2-TZVPD def2/J DEFGRID3
* xyz 1 1
C 3.670 -2.860 -2.553
C 4.190 -1.738 -1.428
C 5.697 -2.277 -0.963
C 4.383 -0.309 -2.259
C 3.228 0.805 -1.947
C 1.625 0.447 -1.821
F 1.166 -0.965 -1.993
C 0.519 1.601 -1.513
C -1.076 1.184 -1.380
C -1.871 0.588 -2.669
C -3.411 0.252 -2.268
C -3.939 0.570 -0.787
N -3.256 1.117 0.418
C -1.843 1.362 0.016
N 0.966 3.008 -1.387
N 2.283 3.278 -1.529
S 2.644 5.026 -1.407
C 3.503 2.446 -1.764
C 5.064 2.985 -1.884
C 5.454 3.129 -3.471
N 4.296 2.949 -4.432
N 6.533 2.125 -3.931
N 6.034 4.525 -3.780
H 2.891 -3.628 -2.083
H 3.087 -2.349 -3.454
H 4.597 -3.422 -3.043
H 3.445 -1.615 -0.531
H 6.386 -2.206 -1.932
H 6.138 -1.631 -0.072
H 5.646 -3.430 -0.673
H 5.484 0.030 -2.057
H 4.326 -0.550 -3.427
H -1.347 0.424 -3.701
H -4.138 -0.221 -3.068
H -5.095 0.324 -0.599
H -1.163 1.770 0.911
H 2.212 5.651 -2.621
H 5.301 3.922 -1.225
H 5.732 2.102 -1.436
H 3.531 3.643 -4.283
H 3.951 1.965 -4.476
H 7.078 1.766 -3.117
H 7.134 2.576 -4.654
H 5.161 5.130 -3.854
H 6.565 4.790 -2.900
C -7.694 1.763 -1.971
Cl -7.906 2.125 -3.689
Cl -7.490 0.027 -1.708
H -6.807 2.285 -1.604
H -8.576 2.105 -1.424
C 2.039 1.671 1.943
Cl 3.275 2.371 2.994
Cl 0.602 1.216 2.866
H 1.756 2.408 1.186
H 2.446 0.781 1.457
C 4.757 -4.409 2.216
Cl 3.682 -4.317 0.815
Cl 5.383 -2.812 2.643
H 4.200 -4.811 3.066
H 5.595 -5.068 1.979
C 5.038 7.121 1.424
Cl 4.875 7.464 -0.302
Cl 5.003 5.380 1.733
H 5.989 7.526 1.779
H 4.213 7.594 1.961
C -9.676 -3.127 -1.296
Cl -9.888 -2.765 -3.014
Cl -9.472 -4.863 -1.033
H -8.789 -2.605 -0.929
H -10.558 -2.786 -0.749
C 9.064 4.170 -6.470
Cl 7.684 3.266 -7.104
Cl 10.155 3.115 -5.565
H 9.611 4.616 -7.305
H 8.698 4.958 -5.806
C -6.344 5.938 -3.752
Cl -6.690 4.858 -2.396
Cl -4.831 5.493 -4.549
H -7.161 5.873 -4.475
H -6.262 6.962 -3.379
C -0.040 0.112 6.472
Cl 1.227 0.770 7.514
Cl -0.193 -1.636 6.683
H -0.992 0.586 6.726
H 0.210 0.324 5.430
C 3.282 -8.201 3.563
Cl 2.836 -7.220 2.161
Cl 4.538 -7.407 4.520
H 2.399 -8.350 4.188
H 3.657 -9.167 3.216
C -3.680 1.874 6.115
Cl -2.111 2.605 5.755
Cl -3.603 0.112 5.996
H -3.976 2.150 7.130
H -4.418 2.247 5.401
C -0.236 -9.141 3.391
Cl -1.616 -10.045 2.757
Cl 0.855 -10.197 4.296
H 0.311 -8.695 2.557
H -0.602 -8.354 4.055
C -9.605 -4.107 2.370
Cl -9.369 -2.359 2.255
Cl -9.203 -4.699 3.986
H -10.651 -4.340 2.156
H -8.960 -4.602 1.639
C -11.612 -2.054 5.398
Cl -13.047 -2.781 4.666
Cl -12.057 -0.805 6.567
H -11.040 -2.832 5.909
H -11.001 -1.604 4.612
*
```

The value obtained for the highest occupied orbital energy is -0.42744 Eh. As for the gap between HOMO and LUMO: 6.777 eV. The value obtained for the LUMO energy is -4.85 eV. Its total energy is -377869.0812 eV.

highest occupied orbital energy of number 1 (C28H48Br20O5)?
-0.34357 Eh

Which value of highest occupied orbital energy does entry 2 give?
-0.42744 Eh